Density functional theory data (ωB97M-V/def2-TZVPD) for C39H38NO4PS3Ta as an isolated structure.

Structure (XYZ):
```
87
Properties=species:S:1:pos:R:3:forces:R:3:mulliken_charge:R:1
Ta -0.206985 0.761238 -0.816003 0.2 0.2 0.5 1.0959
O 1.266097 -0.310630 0.546103 0.0 -0.2 0.0 -0.1528
S 1.715319 -0.874330 1.884519 -0.1 0.2 0.1 0.3320
C 3.433300 -0.344329 2.087036 0.1 -0.1 0.1 -1.0514
C 4.258290 -0.366370 0.805203 0.0 0.0 0.1 -1.0954
C 3.969522 0.851149 -0.085487 0.0 0.0 0.0 -0.1665
C 3.774507 0.477345 -1.545361 0.0 0.0 0.1 -0.6290
S 2.764393 1.669541 -2.432737 -0.3 0.1 -0.1 0.0296
O 1.465254 1.644483 -1.607487 0.1 -0.1 -0.1 -0.1360
C 3.490372 3.197411 -1.908498 0.1 0.0 0.0 0.6368
C 4.627141 3.610062 -2.592079 0.0 0.1 0.1 -0.6435
C 5.235873 4.796860 -2.214705 0.0 -0.1 0.0 -0.6849
C 4.692320 5.557021 -1.186877 0.1 0.0 -0.1 -0.4804
C 3.543462 5.138598 -0.534103 -0.1 0.0 0.1 -0.7427
C 2.926452 3.945671 -0.886469 0.1 0.0 -0.1 -0.3865
C 1.996455 -2.611172 1.615531 0.0 0.0 -0.1 0.6960
C 1.746243 -3.165216 0.374190 0.0 0.0 0.0 0.0427
C 1.942690 -4.531127 0.202806 0.0 0.0 0.0 -0.8553
C 2.381814 -5.311732 1.258602 0.0 0.0 0.0 -0.5215
C 2.617453 -4.738655 2.504292 0.0 0.0 0.0 -0.8599
C 2.414378 -3.383871 2.692883 0.0 0.0 0.0 -0.7669
H 3.818489 -1.036519 2.839634 0.0 0.0 0.0 0.7190
H 3.402682 0.648119 2.539478 -0.1 0.0 0.0 0.5381
H 4.073086 -1.306167 0.279082 0.0 0.0 0.0 0.4715
H 5.311799 -0.385548 1.088250 0.0 0.0 0.0 0.5098
H 4.765535 1.591357 0.005614 0.0 0.0 0.0 0.6835
H 3.057425 1.335650 0.263215 0.0 0.0 0.0 -0.0713
H 3.193289 -0.437364 -1.669465 0.0 -0.1 0.0 0.2646
H 4.695519 0.353601 -2.117396 0.0 0.1 0.0 0.6502
H 5.028275 3.026877 -3.412079 0.0 0.0 0.0 0.4408
H 6.122547 5.132245 -2.734355 0.0 0.0 0.0 0.4072
H 5.165510 6.487882 -0.904891 0.0 0.0 0.0 0.3978
H 3.118629 5.743668 0.255290 0.0 0.0 0.0 0.4621
H 2.027868 3.608677 -0.387996 0.0 0.0 0.0 0.6187
H 1.385038 -2.546514 -0.437143 0.0 0.0 0.0 0.0953
H 1.750036 -4.977276 -0.763696 0.0 0.0 0.0 0.4919
H 2.536154 -6.372955 1.117173 0.0 0.0 0.0 0.4180
H 2.950493 -5.351972 3.330498 0.0 0.0 0.0 0.4493
H 2.568935 -2.943460 3.670707 0.0 0.0 0.0 0.5002
O 0.023157 2.671307 0.839004 0.2 0.0 0.0 -0.6873
C -0.897287 1.847084 0.832068 -0.2 -0.2 -0.2 -0.8499
C -2.000101 1.745279 1.807448 0.1 0.0 -0.1 0.3093
C -2.255970 2.683217 2.803667 -0.1 -0.1 0.0 -0.3372
C -3.278094 2.438945 3.703468 0.0 0.0 0.0 -0.6879
C -4.017957 1.259140 3.623828 0.0 0.0 0.0 -0.8649
C -3.756142 0.321153 2.638235 0.0 0.0 0.0 0.3880
C -2.755563 0.576756 1.703690 0.0 0.1 0.1 -0.3437
P -2.225549 -0.562071 0.381984 -0.1 0.0 -0.2 1.2515
C -3.709088 -0.917070 -0.620355 -0.1 0.0 0.1 1.1182
C -4.940967 -0.329613 -0.332873 0.0 0.0 0.1 -0.4543
C -6.043900 -0.566210 -1.138211 0.0 0.0 0.0 -0.8094
C -5.934885 -1.390042 -2.247424 0.0 0.0 0.0 -0.6000
C -4.711690 -1.968493 -2.551982 -0.1 0.0 0.0 -1.0700
C -3.607739 -1.730174 -1.749370 0.1 0.0 -0.1 -0.5121
C -1.821386 -2.082250 1.298987 -0.1 0.0 0.1 1.1468
C -1.314419 -1.965345 2.593222 0.0 0.0 0.0 -0.6083
C -0.940802 -3.096036 3.302013 0.0 0.0 0.0 -0.6957
C -1.058561 -4.351628 2.724252 0.0 0.0 0.0 -0.6052
C -1.565992 -4.474182 1.440498 0.0 0.0 0.0 -0.8994
C -1.952402 -3.346091 0.731160 0.1 0.0 0.0 -0.5785
H -1.648208 3.575990 2.861447 0.0 0.0 0.0 0.5462
H -3.498173 3.154836 4.483590 0.0 0.0 0.0 0.4415
H -4.802309 1.073053 4.345242 0.0 0.0 0.0 0.4551
H -4.320497 -0.602855 2.604834 0.0 0.0 0.0 0.6044
H -5.051343 0.336289 0.511017 0.0 0.0 0.0 0.3906
H -6.989722 -0.100356 -0.896827 0.0 0.0 0.0 0.4376
H -6.795534 -1.573434 -2.876100 0.0 0.0 0.0 0.4162
H -4.608340 -2.598290 -3.424912 0.0 0.0 0.0 0.4516
H -2.662189 -2.168788 -2.039612 0.0 0.0 0.0 0.0940
H -1.229561 -0.994381 3.064997 0.0 0.0 0.0 0.3267
H -0.561187 -2.995298 4.310534 0.0 0.0 0.0 0.4797
H -0.764341 -5.234315 3.276256 0.0 0.0 0.0 0.4574
H -1.673303 -5.450447 0.987703 0.0 0.0 0.0 0.4537
H -2.360945 -3.466921 -0.261132 0.0 0.0 -0.1 0.2951
C -1.564157 2.970777 -4.170291 0.0 0.0 0.0 -0.8979
O -0.885766 2.160345 -3.209189 0.0 0.0 0.0 -0.2852
C -1.496617 1.730430 -2.074864 -0.1 0.1 -0.3 0.6488
C -2.956110 2.041871 -1.968972 0.0 0.0 0.0 -1.2363
H -2.480721 2.494193 -4.516843 0.0 0.0 0.0 0.3264
H -0.873119 3.069090 -5.002808 0.0 0.0 0.0 0.2669
H -1.787203 3.957924 -3.762466 0.0 0.0 0.0 0.3385
H -3.136209 3.107911 -2.135511 0.0 0.0 0.0 0.5706
H -3.339759 1.797918 -0.982152 0.0 0.0 0.0 0.1024
H -3.545852 1.482578 -2.702979 0.0 0.0 0.0 0.3454
S -0.210293 -1.429366 -2.184763 0.3 0.1 -0.3 -0.2276
C 1.042293 -0.988847 -3.236391 -0.3 -0.1 0.3 0.4778
N 1.938803 -0.695834 -3.906405 0.0 0.0 -0.1 -0.5964
```
Positions in Å, forces in eV/Å.

Properties
Total charge   +1
Spin multiplicity   1
Energy relative to the best compared isomer or geometry (same formula, charge and spin)   5.3 kcal per mole
Highest occupied orbital energy (spin up / spin down)   -8.940 / -8.796 eV
LUMO (spin up / spin down)   -2.747 / -2.842 eV